Entry 1:
Entry from the OMol25 dataset: a cluster of 2 separate species, C14H25ClFN2O2PS in total at a distorted geometry (ωB97M-V with the def2-TZVPD basis set).

Computed properties:
F_max: 0.113 Eh/bohr
HOMO: -7.99 eV
gap between HOMO and LUMO: 6.02 eV
electronic energy: -57349.956 eV

Structure (ORCA input):
```
! wB97M-V def2-TZVPD RIJCOSX def2/J DEFGRID3
* xyz 0 1
C 0.286 -2.430 -4.064
C 1.425 -1.976 -2.927
C 1.051 -0.436 -2.511
F -0.234 0.066 -3.051
C 1.066 -0.121 -0.904
C 1.994 1.150 -0.375
C 1.977 1.501 1.227
C 2.821 2.771 1.872
C 1.977 4.137 1.472
C 0.347 3.957 1.508
S -0.333 3.763 -0.267
N 1.137 0.695 2.233
C 0.269 -0.486 1.846
P -0.733 -1.349 3.237
O -2.053 -0.520 3.649
C 0.213 -0.931 0.237
C -0.763 -2.192 -0.135
C -2.329 -1.659 0.109
O -3.134 -2.613 0.913
C -3.081 -1.444 -1.352
N -4.126 -0.333 -1.123
H 0.424 -3.558 -4.407
H 0.369 -1.774 -5.058
H -0.818 -2.353 -3.650
H 2.498 -2.014 -3.421
H 1.387 -2.691 -2.001
H 1.903 0.250 -2.989
H 2.658 1.801 -1.103
H 3.864 2.806 1.337
H 2.925 2.592 3.025
H 2.258 4.386 0.341
H 2.269 5.002 2.205
H -0.111 4.990 1.884
H -0.048 3.133 2.240
H -0.664 2.398 -0.499
H 1.132 0.978 3.250
H -1.054 -2.727 2.965
H 0.126 -1.360 4.428
H -0.484 -3.064 0.631
H -0.728 -2.544 -1.249
H -2.266 -0.616 0.657
H -2.542 -3.227 1.450
H -2.316 -1.156 -2.205
H -3.581 -2.478 -1.615
H -3.545 0.508 -0.841
H -4.651 -0.647 -0.262
Cl 3.214 -0.185 3.291
*
```

=====

Entry 2:
Entry from the OMol25 dataset: an isolated molecule of C6H9NO2 at a distorted geometry (ωB97M-V with the def2-TZVPD basis set).

Computed properties:
F_max: 0.112 Eh/bohr
SMILES: O=CN(O)/C=C/C1CC1
HOMO: -8.95 eV
relative energy (zero: lowest compared OMol25 entry of this formula, charge and spin): 4.443 eV
gap between HOMO and LUMO: 9.57 eV
electronic energy: -11948.876 eV

Structure (ORCA input):
```
! wB97M-V def2-TZVPD RIJCOSX def2/J DEFGRID3
* xyz 0 1
C 2.975 -0.680 -0.107
C 0.799 0.292 -0.348
C 0.020 -0.742 -0.067
C -1.476 -0.627 -0.382
C -2.181 0.650 -0.275
C -2.522 -0.356 0.644
H 2.395 1.966 1.044
H 3.976 -0.269 -0.135
H 0.332 1.062 -0.940
H 0.284 -1.628 0.551
H -1.892 -1.143 -1.326
H -1.620 1.484 0.233
H -2.753 0.989 -1.207
H -3.484 -0.950 0.467
H -2.248 -0.255 1.700
N 2.115 0.381 -0.096
O 2.588 1.682 0.174
O 2.692 -1.858 0.070
*
```

=====

Entry 3:
Entry from the OMol25 dataset: a structure of composition C5H9N at a distorted geometry (ωB97M-V with the def2-TZVPD basis set).

Computed properties:
F_max: 0.037 Eh/bohr
HOMO: -8.10 eV
relative energy (zero: lowest compared OMol25 entry of this formula, charge and spin): 4.571 eV
gap between HOMO and LUMO: 8.96 eV
electronic energy: -6816.424 eV

Structure (ORCA input):
```
! wB97M-V def2-TZVPD RIJCOSX def2/J DEFGRID3
* xyz 0 1
C -2.361 0.905 -0.162
C 2.134 -1.060 -0.240
C -0.318 -0.291 -0.148
C 0.524 0.850 0.322
C 1.022 -0.485 0.609
N -1.295 0.299 0.617
H -0.450 -0.624 -1.178
H 0.476 1.661 1.034
H 0.957 -0.895 1.615
H -3.297 0.847 0.395
H -2.518 0.444 -1.148
H -2.143 1.963 -0.362
H 3.101 -0.851 0.222
H 2.140 -0.621 -1.241
H 2.027 -2.143 -0.335
*
```

=====

Entry 4:
Entry from the OMol25 dataset: an isolated molecule of C5H10 (ωB97M-V with the def2-TZVPD basis set).

Computed properties:
F_max: 0.014 Eh/bohr
SMILES: C=CC(C)C
HOMO: -9.58 eV
relative energy (zero: lowest compared OMol25 entry of this formula, charge and spin): 0.773 eV
gap between HOMO and LUMO: 10.79 eV
electronic energy: -5346.493 eV

Structure (ORCA input):
```
! wB97M-V def2-TZVPD RIJCOSX def2/J DEFGRID3
* xyz 0 1
C -0.045 0.347 -1.530
C 0.002 0.677 -0.018
C 1.394 0.411 0.553
C -1.081 -0.093 0.733
C -1.114 -1.426 0.842
H 0.208 -0.718 -1.669
H 0.709 0.968 -2.060
H -1.032 0.537 -1.961
H -0.192 1.753 0.103
H 1.459 0.685 1.613
H 2.153 0.977 -0.015
H 1.667 -0.642 0.474
H -1.880 0.504 1.151
H -1.944 -1.930 1.339
H -0.303 -2.052 0.446
*
```

=====

Entry 5:
Entry from the OMol25 dataset: a cluster of 3 separate species, C8H10INO in total at a distorted geometry (ωB97M-V with the def2-TZVPD basis set).

Computed properties:
F_max: 0.104 Eh/bohr
HOMO (alpha / beta): -5.28 / -8.88 eV
relative energy (zero: lowest compared OMol25 entry of this formula, charge and spin): 2.963 eV
gap between HOMO and LUMO (alpha / beta): 5.76 / 5.96 eV
electronic energy: -20089.401 eV

Structure (ORCA input):
```
! wB97M-V def2-TZVPD RIJCOSX def2/J DEFGRID3
* xyz 0 3
C -1.661 -2.751 0.168
C -1.541 -1.542 -0.530
C -0.509 -3.303 0.649
C -0.334 -0.960 -0.678
C 0.717 -2.652 0.504
C 0.092 2.846 -0.546
C 1.139 2.176 0.407
C 0.698 1.455 1.374
N 0.760 -1.506 -0.132
O 0.351 0.803 2.285
I 3.808 -0.268 -0.030
H -2.398 -3.417 0.415
H -2.381 -1.010 -0.910
H -0.370 -4.307 1.248
H -0.202 0.022 -1.160
H -0.851 2.613 -0.305
H 0.317 3.981 -0.520
H 0.323 2.539 -1.502
H 2.104 2.490 0.050
H 2.516 -0.828 -0.633
H 1.745 -2.871 0.876
*
```

=====

Entry 6:
Entry from the OMol25 dataset: a structure of composition C18H48Li2N5O10 at a distorted geometry (ωB97M-V with the def2-TZVPD basis set).

Computed properties:
F_max: 0.036 Eh/bohr
HOMO: -10.35 eV
relative energy (zero: lowest compared OMol25 entry of this formula, charge and spin): 0.000 eV
gap between HOMO and LUMO: 6.97 eV
electronic energy: -47775.726 eV

Structure (ORCA input):
```
! wB97M-V def2-TZVPD RIJCOSX def2/J DEFGRID3
* xyz 1 1
Li -2.275 0.570 2.527
Li 0.475 2.482 3.769
C 0.338 0.556 1.537
O -0.368 1.075 2.643
H 0.323 1.237 0.678
H 1.357 0.298 1.842
H -0.112 -0.397 1.211
C -1.933 -2.423 2.213
C -2.050 -2.570 0.720
O -3.439 -2.685 0.394
O -2.828 -1.379 2.687
H -0.937 -2.062 2.454
H -2.177 -3.384 2.663
H -1.468 -3.437 0.403
H -1.614 -1.701 0.208
H -3.499 -3.296 -0.345
H -3.727 -1.712 2.572
C 5.498 1.186 1.643
C 4.408 0.273 2.247
O 4.794 -1.099 2.313
O 5.198 1.531 0.301
H 6.478 0.720 1.750
H 5.450 2.114 2.226
H 3.587 0.339 1.532
H 4.142 0.649 3.238
H 5.374 -1.224 3.069
H 5.142 2.485 0.245
C -0.173 0.446 5.749
C 0.406 -0.925 5.487
O 1.392 -1.133 6.478
O 0.734 1.493 5.451
H -0.489 0.490 6.799
H -1.119 0.515 5.213
H 0.926 -0.858 4.520
H -0.385 -1.673 5.423
H 1.804 -1.994 6.364
H 1.490 1.406 6.043
C 1.751 -3.085 0.656
O 0.560 -3.331 0.517
N 2.195 -2.291 1.689
N 2.687 -3.482 -0.261
H 3.097 -1.824 1.682
H 1.509 -1.669 2.079
H 2.369 -4.236 -0.840
H 3.633 -3.153 -0.296
C 1.093 5.020 -0.441
O 1.926 5.622 -1.077
N -0.259 5.154 -0.672
N 1.400 4.295 0.709
H -0.944 4.562 -0.241
H -0.577 5.753 -1.410
H 2.326 4.260 1.080
H 0.663 3.709 1.062
C -0.582 -1.845 -3.380
C -0.942 -0.699 -4.336
C -2.237 -1.120 -5.047
C -3.535 -0.853 -4.272
C -3.546 0.602 -3.791
C -2.314 0.972 -2.978
N -1.116 0.592 -3.695
O 0.042 0.951 -2.985
C -2.360 2.494 -2.838
C -2.463 0.362 -1.575
C 0.112 -0.552 -5.459
H -0.020 -2.625 -3.904
H -1.464 -2.357 -2.991
H 0.116 -1.608 -2.569
H -2.309 -0.797 -6.089
H -2.224 -2.209 -5.196
H -3.445 -1.488 -3.387
H -4.395 -1.032 -4.910
H -4.472 0.742 -3.226
H -3.606 1.247 -4.673
H -1.618 2.836 -2.115
H -2.206 3.000 -3.789
H -3.330 2.806 -2.439
H -2.656 -0.713 -1.624
H -1.548 0.437 -0.973
H -3.289 0.827 -1.036
H 0.457 -1.552 -5.720
H 1.007 -0.073 -5.051
H -0.296 0.019 -6.283
H 0.088 0.422 -2.173
*
```

=====

Entry 7:
Entry from the OMol25 dataset: a structure of composition C11H30Cu3O13 at a distorted geometry (ωB97M-V with the def2-TZVPD basis set).

Computed properties:
F_max: 0.047 Eh/bohr
HOMO: -11.64 eV
relative energy (zero: lowest compared OMol25 entry of this formula, charge and spin): 1.400 eV
gap between HOMO and LUMO: 5.99 eV
electronic energy: -172418.852 eV

Structure (ORCA input):
```
! wB97M-V def2-TZVPD RIJCOSX def2/J DEFGRID3
* xyz 1 1
Cu -6.674 -10.134 6.041
Cu -9.541 -9.823 4.128
Cu -10.170 -9.973 10.833
C -9.251 -9.301 7.686
O -9.382 -8.071 7.953
O -9.376 -10.222 8.552
O -8.867 -9.613 6.451
C -10.483 -12.563 5.794
C -10.744 -13.351 7.087
O -9.783 -13.043 8.101
O -10.974 -11.182 5.850
H -11.005 -12.981 4.935
H -9.410 -12.434 5.626
H -10.636 -14.430 7.002
H -11.724 -13.039 7.457
H -9.828 -12.076 8.220
H -10.206 -10.627 6.103
C -9.390 -7.172 11.248
C -9.715 -7.520 12.677
O -9.754 -8.939 12.962
O -10.326 -7.770 10.374
H -8.398 -7.477 10.879
H -9.308 -6.090 11.103
H -10.653 -6.990 12.866
H -8.975 -7.167 13.398
H -9.913 -8.994 13.909
H -10.070 -7.746 9.425
C -8.290 -3.862 7.967
C -8.960 -4.832 6.979
O -8.039 -5.867 6.620
O -7.240 -3.146 7.364
H -7.807 -4.417 8.783
H -9.010 -3.175 8.413
H -9.355 -4.409 6.056
H -9.772 -5.375 7.474
H -8.325 -6.709 6.991
H -6.658 -3.807 6.971
C -6.153 -11.450 8.922
C -6.025 -9.985 9.280
O -6.264 -9.073 8.212
O -5.178 -11.767 7.907
H -7.131 -11.835 8.632
H -5.963 -11.927 9.891
H -4.991 -9.858 9.605
H -6.690 -9.697 10.097
H -7.217 -8.923 8.136
H -4.397 -11.253 8.143
C -15.281 -8.882 7.863
C -13.846 -9.191 7.468
O -12.896 -8.837 8.483
O -15.511 -7.497 8.069
H -15.642 -9.530 8.656
H -15.881 -9.097 6.968
H -13.497 -8.704 6.552
H -13.732 -10.275 7.354
H -12.003 -9.070 8.217
H -15.180 -7.033 7.295
*
```